Entry 1:
C29H28AsClF6N3Pt as an isolated structure in a non-equilibrium geometry, computed with ωB97M-V with the def2-TZVPD basis set.

Values from the calculation:
**2S+1**: 2
**Net charge**: +2
**Frontier orbital gap (alpha / beta)**: 5.22 / 4.15 eV
**Energy relative to the best compared isomer or geometry (same formula, charge and spin)**: 51.79 kcal per mole
**Expectation value of S²**: 0.778
**Lowest unoccupied orbital energy (alpha / beta)**: -8.831 / -9.753 eV
**Maximum force**: 3.2 eV/A

XYZ file:
```
69
Properties=species:S:1:pos:R:3:forces:R:3
Pt 1.02137 1.22895 -0.49178 -2.82 -0.62 1.38
C -0.73676 -4.53217 3.10886 0.03 0.02 0.01
C -2.00724 -4.19757 2.38463 0.08 0.15 -0.39
C -3.08030 -5.07789 2.37774 -0.08 0.07 -0.02
C -4.25871 -4.78553 1.70647 -0.05 0.16 -0.04
C -4.40090 -3.56791 1.05531 -0.09 -0.27 0.07
C -3.34764 -2.67266 1.03988 0.31 0.23 0.18
C -2.13736 -2.99737 1.66186 -0.69 -0.67 -0.13
N -1.01913 -2.13838 1.62726 0.30 0.32 -0.07
C -0.59848 -1.28225 0.67200 0.61 -0.06 1.51
N -1.25371 -1.37527 -0.52869 -0.44 0.06 -1.21
C -1.25079 -0.58590 -1.62796 0.29 -0.41 1.00
C -0.50119 0.60572 -1.71869 2.07 1.03 -0.24
C -0.70558 1.45932 -2.77206 0.09 0.09 0.23
C -1.58387 1.10506 -3.80335 -0.12 -0.10 0.09
C -2.25326 -0.12094 -3.76815 -0.03 -0.16 0.08
C -2.11569 -0.98186 -2.70490 -0.33 0.09 -0.54
C -2.87248 -2.27529 -2.66997 0.01 0.05 0.00
N 0.37654 -0.44572 0.89106 0.46 1.20 -2.32
C 1.22370 -0.54182 2.01111 0.61 0.00 1.25
C 1.85696 -1.75652 2.31742 -0.15 0.27 -0.46
C 2.68493 -1.85799 3.41575 0.12 0.05 0.25
C 2.89576 -0.74932 4.22930 -0.05 -0.14 -0.13
C 2.29444 0.45808 3.91567 0.04 0.05 -0.05
C 1.46693 0.59653 2.80724 -0.27 -0.54 -0.24
C 0.84518 1.90791 2.45555 -0.01 -0.09 -0.13
H -0.83372 -5.48364 3.62524 0.01 0.02 0.03
H -0.49639 -3.77462 3.86145 0.05 -0.04 0.04
H 0.11010 -4.61412 2.42379 0.01 0.02 0.00
H -2.99103 -6.01728 2.90701 0.03 0.00 0.03
H -5.07896 -5.48894 1.71993 0.00 -0.02 0.01
H -5.34143 -3.30759 0.59017 0.00 0.02 -0.02
H -3.49097 -1.68234 0.62315 -0.07 0.02 0.01
H -0.41918 -2.19537 2.44151 0.04 0.18 -0.04
H -1.90220 -2.16106 -0.57891 0.06 -0.05 0.14
H -0.20874 2.42231 -2.80659 0.11 -0.06 0.02
H -1.72740 1.77536 -4.63952 -0.02 0.03 0.00
H -2.90295 -0.39297 -4.58838 -0.01 -0.03 0.00
H -3.32306 -2.45700 -3.64226 -0.02 -0.01 0.01
H -3.68606 -2.23937 -1.93974 0.03 -0.05 0.05
H -2.22999 -3.12955 -2.44678 0.00 -0.01 0.05
H 1.73266 -2.59793 1.64496 -0.03 -0.07 0.06
H 3.17506 -2.79516 3.63974 0.00 -0.03 -0.03
H 3.53770 -0.82672 5.09523 0.01 0.00 0.02
H 2.47188 1.32225 4.54254 -0.01 0.03 0.01
H 0.97688 2.64194 3.24687 0.04 0.08 -0.08
H -0.21823 1.82895 2.23318 0.02 0.04 0.05
H 1.33229 2.34122 1.55900 -0.05 0.13 0.22
Cl 2.72227 4.45619 -5.80384 0.00 -0.12 0.16
C 2.79084 3.60319 -4.34476 -0.05 0.19 0.34
C 2.57723 4.27724 -3.13108 -0.02 0.15 -0.25
C 2.68366 3.59442 -1.95241 -0.02 0.15 0.15
C 2.97060 2.19332 -1.93965 -0.42 -0.06 0.46
C 3.13961 1.52142 -0.70970 1.18 -0.65 -1.21
C 3.14273 1.52549 -3.19135 -0.01 -0.12 -0.29
C 3.07501 2.21863 -4.36192 0.07 -0.35 0.00
H 2.33985 5.33160 -3.12587 0.03 0.01 -0.05
H 2.55224 4.12263 -1.01460 0.03 -0.08 -0.05
H 3.41535 2.15228 0.13915 -0.68 -0.10 0.35
H 3.63463 0.55382 -0.73899 -0.10 0.01 0.11
H 3.37418 0.46774 -3.19884 0.00 -0.01 0.00
H 3.25897 1.72383 -5.30515 -0.03 0.03 -0.04
F -0.19370 3.13212 -0.44340 -0.03 0.35 -0.25
As -0.13242 4.97840 0.27819 0.25 -2.28 -0.16
F -0.79838 4.20319 1.67100 0.06 0.53 -0.23
F -1.66351 5.11365 -0.44763 0.02 0.29 0.17
F 0.00653 6.50173 0.95347 0.00 0.22 -0.06
F 0.61642 5.32980 -1.24646 -0.15 0.36 0.22
F 1.45893 4.41172 0.81072 -0.21 0.50 -0.06
```
Positions in Å, forces in eV/Å.

Entry 2:
C29H28B2F4IN6O8SSr as an isolated structure, computed with ωB97M-V with the def2-TZVPD basis set.

Values from the calculation:
**Net charge**: -1
**Frontier orbital gap**: 6.45 eV
**Lowest unoccupied orbital energy**: 1.220 eV
**Maximum force**: 0.7 eV/A

XYZ file:
```
80
Properties=species:S:1:pos:R:3:forces:R:3
Sr 0.52558 -0.90339 -0.32370 -0.12 0.66 -0.01
C 1.59107 -1.89601 4.34956 0.06 -0.01 -0.04
C 1.41495 -1.93153 2.86591 -0.23 0.05 0.05
N 0.41596 -1.42309 2.25147 0.01 -0.02 -0.19
O -0.48466 -0.69934 2.98476 -0.07 0.05 -0.03
B -1.80848 -1.36328 3.19918 0.16 0.00 0.13
F -1.56835 -2.55873 3.91454 -0.02 0.03 -0.03
F -2.53632 -0.47524 3.97679 -0.01 0.00 -0.02
O -2.67428 -1.68282 2.01627 -0.14 -0.07 -0.05
N -2.24532 -1.75336 0.68348 0.01 0.13 0.05
C -2.06076 -3.11149 0.22598 0.09 0.09 -0.05
C -1.49138 -3.97728 1.33258 0.01 -0.02 0.04
C -1.20282 -3.09831 -1.03886 0.08 0.03 -0.01
N 0.00863 -3.35732 -0.73001 0.02 -0.32 0.17
O 0.97209 -3.09469 -1.68260 -0.06 0.01 -0.02
B 2.28265 -3.74711 -1.32061 0.21 -0.31 -0.10
F 3.11156 -3.56956 -2.41483 -0.06 0.04 0.03
F 2.06307 -5.09249 -1.03894 -0.02 0.06 -0.01
O 3.00574 -3.14454 -0.13471 -0.01 -0.02 0.07
N 2.23318 -2.44829 0.73749 0.03 -0.08 -0.02
C 2.37394 -2.67316 1.98677 0.09 -0.05 -0.17
C 3.33919 -3.66452 2.55387 -0.09 0.01 0.05
C -1.69971 -2.71313 -2.39607 0.02 -0.03 -0.04
H 0.89438 -1.18064 4.77680 0.00 0.00 0.01
H 2.61785 -1.64246 4.61997 0.00 -0.02 -0.01
H 1.35922 -2.87858 4.76629 0.02 0.00 0.01
H -2.21714 -4.08211 2.13111 -0.01 0.01 -0.01
H -0.59966 -3.51278 1.74189 0.01 0.00 -0.01
H -1.22786 -4.94745 0.92076 0.00 0.00 0.00
H 3.83505 -4.18263 1.73868 0.01 -0.01 0.01
H 2.80964 -4.38925 3.17540 0.02 0.01 0.02
H 4.08468 -3.16966 3.18015 -0.01 -0.01 0.01
H -2.54916 -2.03647 -2.33206 -0.03 -0.02 0.01
H -2.02276 -3.61877 -2.91343 -0.02 -0.01 0.02
H -0.90832 -2.24029 -2.97189 0.01 0.01 0.02
C -0.03653 0.51460 -5.17340 -0.03 0.06 0.02
C -0.37591 1.59758 -4.19250 -0.01 -0.11 -0.05
N -0.57530 2.82360 -4.63424 0.01 0.06 0.01
C -0.88653 3.79215 -3.76022 0.02 -0.07 -0.05
C -1.00366 3.57953 -2.40228 -0.02 0.09 0.08
C -1.43213 4.74923 -1.53478 0.02 -0.06 -0.04
O -1.31630 4.54616 -0.13407 0.02 0.00 0.00
C -0.80240 2.28524 -1.91929 -0.03 -0.02 0.08
C -0.77610 1.91026 -0.48798 -0.06 0.04 -0.03
N -1.45666 1.01694 0.11953 0.07 -0.08 0.06
C -2.64906 0.47035 -0.40886 -0.16 -0.08 -0.02
C -3.54672 1.29608 -1.09555 0.16 0.20 0.00
C -4.83782 0.91016 -1.38601 -0.08 -0.10 0.02
C -5.29538 -0.31828 -0.93343 0.07 0.06 0.00
C -4.42326 -1.14659 -0.25293 -0.07 -0.03 -0.02
C -3.09120 -0.81265 -0.04795 0.08 -0.13 0.08
I -3.85808 -4.44992 -0.40420 -0.03 -0.01 -0.02
C -0.48237 1.23506 -2.81446 -0.05 -0.02 0.02
O -0.27681 0.02340 -2.42113 0.10 0.16 -0.01
H 0.16753 0.95348 -6.14816 0.00 0.00 0.00
H -0.86683 -0.19100 -5.26398 0.02 -0.02 0.01
H 0.82252 -0.06161 -4.82695 0.01 -0.01 -0.02
H -1.05197 4.78209 -4.17617 0.01 0.00 -0.01
H -2.45850 5.03254 -1.79436 -0.02 0.00 0.02
H -0.80083 5.60938 -1.76022 0.00 0.01 0.00
H -2.04009 3.98869 0.17074 -0.01 0.00 -0.01
H -0.00366 2.38209 0.11769 0.03 -0.04 0.00
H -3.21972 2.28874 -1.37418 -0.01 -0.01 -0.01
H -5.49290 1.58581 -1.92133 0.00 0.00 0.00
H -6.32251 -0.62440 -1.08198 0.00 0.01 -0.01
H -4.79095 -2.06918 0.15969 0.02 -0.01 0.00
O 2.33914 1.05220 -0.20186 0.05 -0.06 -0.02
C 2.47473 1.67347 0.82357 -0.05 0.00 0.12
O 1.75025 1.31959 1.92310 -0.04 -0.07 -0.12
C 3.31364 2.82569 1.12769 0.02 0.03 0.01
C 4.18614 3.47210 0.25841 0.00 -0.03 -0.09
C 4.89224 4.56014 0.72433 0.01 0.03 0.05
C 4.72292 4.99624 2.04494 -0.02 -0.04 -0.03
C 3.85492 4.36194 2.91316 0.00 0.01 0.02
C 3.14704 3.26285 2.43443 -0.02 -0.02 0.00
S 1.98372 2.27628 3.26533 -0.01 0.01 0.04
H 4.28839 3.11341 -0.75775 0.00 0.00 0.01
H 5.57702 5.08337 0.07154 0.00 0.00 0.00
H 5.28287 5.85395 2.39455 0.00 0.00 0.00
H 3.72563 4.70901 3.92954 0.02 0.02 -0.01
```
Positions in Å, forces in eV/Å.

Entry 3:
C29H28BaN5O2S as an isolated structure in a non-equilibrium geometry, computed with ωB97M-V with the def2-TZVPD basis set.

Values from the calculation:
**Net charge**: -1
**Frontier orbital gap**: 6.07 eV
**Energy relative to the best compared isomer or geometry (same formula, charge and spin)**: 0.00 kcal per mole
**Lowest unoccupied orbital energy**: 1.657 eV
**Maximum force**: 1.2 eV/A

XYZ file:
```
66
Properties=species:S:1:pos:R:3:forces:R:3
Ba -1.08851 0.30487 0.13273 0.22 -0.32 0.56
O 2.09189 7.21691 0.62209 0.01 -0.02 0.43
C 0.85974 7.05030 0.62750 0.09 0.14 -1.19
O -0.07554 7.86410 0.52261 -0.05 -0.01 0.44
C 0.41957 5.56835 0.53848 -0.06 -0.13 0.37
C -0.92424 5.22880 0.51887 0.05 0.03 0.04
C -1.29293 3.89361 0.46358 -0.13 -0.05 -0.06
N -0.38134 2.91294 0.38498 0.13 0.27 0.08
C 0.92130 3.23271 0.39599 0.02 -0.12 0.15
C 1.35349 4.54544 0.49889 0.02 0.08 -0.10
C 1.91640 2.10430 0.36613 -0.11 0.13 0.07
C 3.20440 2.30649 -0.11463 0.02 0.00 -0.04
C 4.10563 1.25436 -0.08022 0.02 0.05 -0.01
C 3.70720 0.03490 0.43664 -0.02 -0.06 0.03
C 2.40152 -0.09290 0.88305 0.02 0.13 -0.12
N 1.52611 0.91284 0.84362 0.21 0.22 0.09
C -2.74216 3.48759 0.52465 0.17 0.04 0.08
C -3.75793 4.42218 0.34496 0.01 0.00 -0.04
C -5.07538 4.01579 0.45933 0.01 0.05 -0.01
C -5.35795 2.69170 0.74791 -0.02 -0.05 0.00
C -4.29533 1.81759 0.89406 0.05 0.14 -0.05
N -3.02243 2.20390 0.78904 -0.03 0.17 0.08
H -1.62985 6.04478 0.58079 0.00 0.00 0.01
H 2.39704 4.82152 0.56536 0.00 0.00 -0.01
H 3.48872 3.26718 -0.51952 0.00 -0.01 -0.01
H 5.10938 1.39017 -0.46250 0.00 0.00 0.00
H 4.37579 -0.81367 0.47357 0.00 0.00 -0.01
H 2.01363 -1.03451 1.25402 0.01 -0.01 -0.02
H -3.52021 5.44873 0.11093 -0.02 0.00 -0.01
H -5.87342 4.73353 0.31840 -0.01 -0.01 0.00
H -6.37209 2.33027 0.84139 0.00 0.01 0.00
H -4.46690 0.76486 1.08424 0.01 -0.01 -0.02
S -5.44218 -2.34231 -0.63624 0.25 0.16 -0.01
C -4.09848 -1.41615 -0.74142 -0.35 -0.15 0.08
N -3.14748 -0.72879 -0.78247 -1.01 -0.44 -0.53
C 2.74962 -5.37495 -2.00113 0.00 -0.02 0.00
C 2.09959 -4.02084 -1.86153 0.00 -0.04 0.03
C 2.35270 -3.02902 -2.80329 0.00 0.04 -0.02
C 1.71288 -1.79594 -2.67896 0.00 -0.05 -0.01
C 1.94631 -0.70182 -3.68867 -0.01 0.02 -0.03
C 0.86268 -1.57858 -1.61597 0.05 -0.10 0.06
C 0.60824 -2.53607 -0.58102 0.04 0.07 0.01
C 1.25311 -3.78741 -0.78778 0.00 0.01 0.00
N -0.15837 -2.14594 0.45924 0.18 -0.05 -0.08
C -0.55796 -3.05603 1.52401 -0.04 0.08 0.00
C -1.41154 -4.22952 1.02178 -0.02 -0.05 -0.01
C 0.62257 -3.54445 2.38226 0.05 -0.01 0.04
C -1.45427 -2.21892 2.44691 -0.10 0.03 0.08
H 3.36366 -5.42588 -2.90065 0.00 0.00 0.00
H 1.99759 -6.16467 -2.05940 0.00 0.00 0.00
H 3.38884 -5.59967 -1.14431 -0.01 0.02 0.01
H 3.01786 -3.22058 -3.63775 0.00 0.00 0.00
H 2.52519 -1.06604 -4.53760 0.00 -0.01 0.01
H 2.49319 0.13440 -3.24526 0.00 -0.01 0.01
H 1.00220 -0.30881 -4.07218 0.00 0.00 0.01
H 0.35966 -0.61548 -1.59655 0.29 -0.15 -0.27
H 1.09166 -4.59777 -0.09275 0.01 -0.01 -0.01
H -0.84806 -4.92466 0.40188 0.00 0.01 -0.01
H -2.24165 -3.84713 0.42453 0.01 0.02 0.00
H -1.82697 -4.79250 1.86265 0.01 0.01 0.01
H 1.41519 -3.99548 1.78851 -0.02 -0.01 0.00
H 0.29177 -4.27969 3.12151 -0.02 0.01 0.00
H 1.05855 -2.70158 2.92645 0.00 0.01 -0.02
H -2.36832 -1.90969 1.92769 0.03 -0.01 -0.05
H -0.91159 -1.33147 2.79550 0.02 -0.01 -0.01
H -1.76179 -2.77623 3.33503 0.01 -0.03 -0.02
```
Positions in Å, forces in eV/Å.

> net charge of number 3 (C29H28BaN5O2S)?

-1

> The lowest maximum force belongs to which entry?

C29H28B2F4IN6O8SSr